Below is a cluster of 2 separate species, C4H12N2O in total, with properties calculated with ωB97M-V with the def2-TZVPD basis set.

Structure (XYZ):
```
19
Properties=species:S:1:pos:R:3
C -1.3949 2.2643 -0.1073
N -2.1492 1.4690 0.5093
C -1.6653 0.3077 1.2573
C -0.3484 -0.2671 0.6508
C -0.4825 -0.7802 -0.8273
N 0.7884 -1.4158 -1.0956
H -1.8334 3.0735 -0.6774
H -0.3201 2.1805 -0.3277
H -1.5059 0.7836 2.2321
H -2.4178 -0.4752 1.2641
H 0.0357 -1.1049 1.2362
H 0.4528 0.4731 0.5927
H -0.6656 0.0672 -1.4806
H -1.3605 -1.4426 -0.7721
H 0.7168 -1.8738 -2.0012
H 1.0335 -2.1472 -0.4412
O 3.9690 -0.9528 -0.2406
H 3.9281 -0.5081 0.6058
H 3.0548 -0.9315 -0.5673
```

**Relative energy (zero: lowest compared OMol25 entry of this formula, charge and spin)**: 200.72 kJ/mol
**E_HOMO**: -9.41 eV
**SMILES**: C=NCCCN.O
**Gap between HOMO and LUMO**: 0.3779 hartree
**Strongest force on any atom**: 0.056 hartree/bohr

=====

Below is a cluster of 2 separate species, C4H12N2O in total, with properties calculated with ωB97M-V with the def2-TZVPD basis set.

Structure (XYZ):
```
19
Properties=species:S:1:pos:R:3
C 1.7153 1.3403 -1.8309
N 0.6795 0.9823 -1.2032
C 0.5451 1.5630 0.1561
C -0.7899 1.1073 0.7560
C -0.8301 -0.4203 0.9673
N -1.2361 -1.1553 -0.2313
H 1.9768 1.2003 -2.8717
H 2.3881 2.0324 -1.2917
H 1.3641 1.2003 0.8075
H 0.7138 2.6400 0.1379
H -1.5709 1.4759 0.0928
H -1.0217 1.4998 1.7570
H -1.4476 -0.7750 1.8058
H 0.1440 -0.7778 1.3116
H -0.9308 -0.7060 -1.0833
H -2.2360 -1.2913 -0.2367
O 0.2046 -3.5256 0.7128
H 0.8197 -3.4134 -0.0312
H -0.4878 -2.9769 0.2754
```

**Relative energy (zero: lowest compared OMol25 entry of this formula, charge and spin)**: 192.71 kJ/mol
**E_HOMO**: -9.22 eV
**SMILES**: C=NCCCN.O
**Gap between HOMO and LUMO**: 0.3757 hartree
**Strongest force on any atom**: 0.037 hartree/bohr

=====

Below is a cluster of 2 separate species, C4H12N2O in total, with properties calculated with ωB97M-V with the def2-TZVPD basis set.

Structure (XYZ):
```
19
Properties=species:S:1:pos:R:3
C 0.8063 0.6007 -2.0214
C 1.1327 1.6267 -1.2237
C 1.5435 1.4791 0.2349
O 2.7698 2.1984 0.4118
H 0.4104 0.7896 -3.0239
H 0.9691 -0.4463 -1.7270
H 1.1642 2.6659 -1.5985
H 0.7723 1.9246 0.8670
H 1.6381 0.4302 0.5256
H 3.0978 1.9876 1.2952
N -2.6427 -1.1076 0.0966
C -1.8389 -1.9717 0.9434
N -0.4343 -1.6336 1.1983
H -2.5940 -0.1520 0.4278
H -2.3178 -1.1432 -0.8541
H -2.3285 -2.0223 1.9009
H -1.8225 -2.9812 0.4972
H 0.0279 -1.4872 0.3148
H -0.3536 -0.7575 1.7352
```

**Relative energy (zero: lowest compared OMol25 entry of this formula, charge and spin)**: 212.61 kJ/mol
**E_HOMO**: -9.16 eV
**SMILES**: C=CCO.NCN
**Gap between HOMO and LUMO**: 0.3639 hartree
**Strongest force on any atom**: 0.018 hartree/bohr

=====

Below is a cluster of 2 separate species, C4H12N2O in total, with properties calculated with ωB97M-V with the def2-TZVPD basis set.

Structure (XYZ):
```
19
Properties=species:S:1:pos:R:3
C 1.7143 0.7770 -1.1378
C 1.5200 0.5180 0.3434
C 0.1632 0.0689 0.6521
N -0.9108 1.0492 0.4805
C -0.1014 -1.0531 1.3466
N -1.3566 -1.5111 1.8048
H 2.6489 1.2724 -1.4898
H 0.8640 1.2228 -1.6389
H 1.9488 -0.1662 -1.5790
H 1.8442 1.3910 0.8710
H 2.2087 -0.2746 0.8174
H -1.5723 0.5637 1.0809
H -0.4442 1.9371 0.6991
H 0.8381 -1.5623 1.6281
H -1.4962 -2.4858 1.4947
H -2.1393 -0.9212 1.3905
O -2.1015 -0.1433 -2.4866
H -1.4453 -0.8355 -2.6877
H -2.1828 0.1532 -1.5893
```

**Relative energy (zero: lowest compared OMol25 entry of this formula, charge and spin)**: 237.70 kJ/mol
**E_HOMO**: -7.89 eV
**SMILES**: CC/C(N)=C/N.O
**Gap between HOMO and LUMO**: 0.3174 hartree
**Strongest force on any atom**: 0.054 hartree/bohr

=====

Below is an isolated molecule of C4H12N2O, with properties calculated with ωB97M-V with the def2-TZVPD basis set.

Structure (XYZ):
```
19
Properties=species:S:1:pos:R:3
C -0.5094 -1.1081 2.1545
N 0.2775 -0.0474 1.4862
C -0.1009 0.1993 0.0953
C 0.7493 1.3706 -0.4393
N -0.0799 2.4127 -1.1171
C 0.1095 -1.0034 -0.7991
O -0.5199 -0.7574 -2.0683
H 0.1188 -1.9447 2.4452
H -1.2877 -1.5053 1.4996
H -1.0503 -0.6926 3.0118
H 1.2505 -0.3263 1.4941
H -1.1124 0.6100 0.0684
H 1.5136 1.0194 -1.1276
H 1.2317 1.8478 0.4189
H -0.9184 1.9399 -1.4507
H 0.3581 2.5993 -2.0145
H -0.2901 -1.9045 -0.3416
H 1.1873 -1.1278 -0.9430
H -0.9274 -1.5815 -2.3729
```

**Relative energy (zero: lowest compared OMol25 entry of this formula, charge and spin)**: 184.88 kJ/mol
**E_HOMO**: -9.00 eV
**SMILES**: CN[C@@H](CN)CO
**Gap between HOMO and LUMO**: 0.3595 hartree
**Strongest force on any atom**: 0.026 hartree/bohr

=====

Below is a cluster of 2 separate species, C4H12N2O in total, with properties calculated with ωB97M-V with the def2-TZVPD basis set.

Structure (XYZ):
```
19
Properties=species:S:1:pos:R:3
N -0.1139 -0.7484 -2.2405
C -0.4245 -1.9311 -1.4099
C 0.6677 2.3448 -0.1389
N -0.4072 1.3806 -0.2181
C -0.6772 0.8799 0.9393
C 0.6033 -0.2872 1.6595
O 0.2271 -1.4522 1.6860
H 0.4025 -2.1959 -0.7633
H -0.4472 0.0880 -1.7698
H 0.8862 -0.5754 -2.1720
H -0.6904 -2.7748 -2.0400
H -1.2766 -1.7534 -0.7681
H 0.8870 2.6747 -1.1518
H 0.3219 3.2545 0.3399
H 1.5830 1.9786 0.3264
H -1.5550 0.2364 0.9208
H -0.8368 1.6593 1.6844
H 1.4582 -0.0190 1.0233
H 0.7336 0.2559 2.6144
```

**Relative energy (zero: lowest compared OMol25 entry of this formula, charge and spin)**: 531.54 kJ/mol
**E_HOMO**: -8.72 eV
**Gap between HOMO and LUMO**: 0.2552 hartree
**Strongest force on any atom**: 0.101 hartree/bohr

=====

Below is a cluster of 2 separate species, C4H12N2O in total, with properties calculated with ωB97M-V with the def2-TZVPD basis set.

Structure (XYZ):
```
19
Properties=species:S:1:pos:R:3
N 0.9511 -2.3747 -0.6486
C 0.0169 -1.3808 -0.6399
C 0.1898 -0.0271 -0.4732
C -0.5663 0.7304 0.6171
C -1.9491 1.2971 0.2285
N -1.9542 2.1523 -0.9301
H 0.4900 -3.2555 -0.4916
H 1.8761 -2.1275 -0.3463
H -1.0483 -1.6472 -0.6368
H 0.8840 0.5338 -1.0880
H -0.8842 0.0834 1.4592
H 0.0807 1.5389 0.9772
H -2.7134 0.5217 0.0365
H -2.3249 1.8421 1.1117
H -1.3174 1.8488 -1.6553
H -1.7306 3.1132 -0.7009
O 3.4234 -1.3279 0.9226
H 3.9958 -0.5736 1.0625
H 2.5806 -0.9475 1.1956
```

**Relative energy (zero: lowest compared OMol25 entry of this formula, charge and spin)**: 285.72 kJ/mol
**E_HOMO**: -7.14 eV
**SMILES**: N/C=C/CCN.O
**Gap between HOMO and LUMO**: 0.2910 hartree
**Strongest force on any atom**: 0.042 hartree/bohr

=====

Below is an isolated molecule of C4H12N2O, with properties calculated with ωB97M-V with the def2-TZVPD basis set.

Structure (XYZ):
```
19
Properties=species:S:1:pos:R:3
N 2.2378 -0.2305 -0.2594
C 1.8816 0.9570 0.5195
C 0.4406 0.9555 1.1334
C -0.4244 -0.2620 0.7307
N -1.2025 0.1477 -0.4478
C -2.3607 -0.7033 -0.7488
O -2.0664 -1.4947 -1.9143
H 2.4078 -1.0143 0.3584
H 3.0437 -0.1463 -0.8688
H 2.0353 1.8211 -0.1108
H 2.6109 0.9600 1.3384
H 0.0619 1.9050 0.7401
H 0.4984 1.0219 2.2386
H 0.1891 -1.1373 0.5517
H -1.0979 -0.6443 1.5035
H -0.6258 0.2913 -1.2621
H -2.5062 -1.4157 0.0939
H -3.2265 -0.0930 -0.9400
H -1.8966 -0.9183 -2.6562
```

**Relative energy (zero: lowest compared OMol25 entry of this formula, charge and spin)**: 201.74 kJ/mol
**E_HOMO**: -8.51 eV
**SMILES**: NCCCNCO
**Gap between HOMO and LUMO**: 0.3511 hartree
**Strongest force on any atom**: 0.042 hartree/bohr